w.
Entry from OMol25: a gas-phase ion, C5H12NO (charge -1) (ωB97M-V/def2-TZVPD).

Each line ends with the Mulliken charge.
Element x y z (Å)
1 C 0.701 -1.489 -0.433  -0.259
2 N -0.196 -0.652 0.220  -0.215
3 C 0.391 0.419 1.062  -1.022
4 C 0.490 1.777 0.347  -0.488
5 C -1.022 2.340 0.294  -0.523
6 O -1.897 1.392 -0.090  -0.889
7 C -0.090 -2.675 -1.160  -0.947
8 H 1.314 -2.029 0.351  0.202
9 H 1.365 -0.995 -1.169  0.234
10 H -1.157 -0.219 0.256  0.266
11 H 1.402 0.157 1.424  0.370
12 H -0.244 0.465 1.974  0.369
13 H 0.701 1.652 -0.734  0.181
14 H 1.303 2.431 0.639  0.437
15 H -1.110 3.238 -0.373  0.298
16 H -1.207 2.770 1.319  0.180
17 H 0.239 -3.576 -0.660  0.269
18 H 0.147 -2.598 -2.239  0.250
19 H -1.132 -2.411 -1.028  0.288

Values from the calculation:
Structure (SMILES): CCNCCC[O-]
HOMO energy: -2.524 eV
Frontier orbital gap: 6.69 eV
Total charge: -1

=====

x.
Entry from OMol25: a gas-phase ion, C5H12NO (charge -1) (ωB97M-V/def2-TZVPD).

Each line ends with the Mulliken charge.
Element x y z (Å)
1 C 2.038 0.824 0.329  -0.891
2 O 3.147 -0.023 0.458  -0.592
3 C 0.801 -0.084 0.117  0.599
4 C -0.401 0.762 -0.311  -0.923
5 C -1.660 -0.053 -0.562  -0.379
6 C -2.174 -0.764 0.683  -1.142
7 N 1.152 -1.190 -0.733  -1.078
8 H 2.150 1.479 -0.554  0.220
9 H 1.931 1.458 1.215  0.261
10 H 0.589 -0.505 1.109  0.131
11 H -0.129 1.283 -1.233  0.375
12 H -0.586 1.531 0.454  0.268
13 H -1.420 -0.807 -1.307  0.328
14 H -2.441 0.599 -0.961  0.339
15 H -3.084 -1.333 0.457  0.340
16 H -2.392 -0.062 1.500  0.263
17 H -1.414 -1.457 1.043  0.296
18 H 2.737 -0.833 -0.015  0.439
19 H 1.156 -0.826 -1.690  0.145

Values from the calculation:
HOMO energy: -2.187 eV
Frontier orbital gap: 6.32 eV
Total charge: -1

=====

Ordering by calculated energy gives the sequence x, w, with the first entry being the most stable.

=====

w.
Entry from OMol25: a gas-phase ion, C5H12NO (charge -1) (ωB97M-V/def2-TZVPD).

Each line ends with the Mulliken charge.
Element x y z (Å)
1 C 1.958 1.683 -0.684  -0.675
2 O 2.200 2.100 -1.924  -0.875
3 C 0.646 0.889 -0.519  -0.264
4 C 0.379 0.422 0.926  -0.473
5 C -0.245 -0.943 1.054  -0.921
6 C -1.872 -1.521 -0.640  -0.840
7 N -1.653 -1.106 0.721  -0.330
8 H 2.731 0.946 -0.266  0.165
9 H 2.026 2.490 0.103  0.180
10 H 0.738 0.064 -1.227  0.197
11 H -0.189 1.498 -0.845  0.293
12 H 1.319 0.488 1.494  0.416
13 H -0.178 1.226 1.428  0.268
14 H -0.077 -1.339 2.062  0.287
15 H 0.309 -1.685 0.495  0.406
16 H -1.352 -0.974 -1.424  0.281
17 H -2.924 -1.372 -0.928  0.348
18 H -1.692 -2.595 -0.722  0.269
19 H -2.123 -0.272 0.897  0.270

Values from the calculation:
Structure (SMILES): CNCCCC[O-]
HOMO energy: -2.146 eV
Frontier orbital gap: 5.93 eV
Total charge: -1

=====

x.
Entry from OMol25: a gas-phase ion, C5H12NO (charge -1) (ωB97M-V/def2-TZVPD).

Each line ends with the Mulliken charge.
Element x y z (Å)
1 C 0.887 2.218 -0.238  -0.596
2 O 2.010 2.771 0.435  -0.887
3 C 0.518 0.772 0.077  0.457
4 C -0.649 0.207 -0.747  -0.710
5 C -1.180 -1.236 -0.245  -0.774
6 C -0.227 -2.410 -0.243  -1.093
7 N 0.177 0.826 1.573  -0.789
8 H -0.129 2.708 -0.415  0.204
9 H 1.141 2.094 -1.321  0.200
10 H 1.447 0.055 -0.063  0.101
11 H -1.478 0.901 -0.483  0.350
12 H -0.318 0.088 -1.828  0.266
13 H -1.608 -0.963 0.758  0.361
14 H -2.053 -1.516 -0.772  0.488
15 H 0.881 -2.150 -0.067  0.265
16 H -0.407 -2.989 0.637  0.278
17 H -0.387 -2.971 -1.107  0.358
18 H 0.818 1.592 1.962  0.321
19 H 0.556 0.005 2.091  0.202

Values from the calculation:
Structure (SMILES): CCC[C@H](N)C[O-]
HOMO energy: -2.433 eV
Frontier orbital gap: 6.19 eV
Total charge: -1

=====

y.
Entry from OMol25: a gas-phase ion, C5H12NO (charge -1) (ωB97M-V/def2-TZVPD).

Each line ends with the Mulliken charge.
Element x y z (Å)
1 C 1.318 -1.563 -0.530  -0.368
2 N 0.363 -0.622 0.072  -0.047
3 C -0.841 -0.092 -0.513  -0.665
4 C -1.507 0.960 0.383  -0.754
5 C -0.423 1.935 0.969  -0.430
6 O 0.276 1.446 1.973  -0.904
7 C 0.869 -1.898 -1.975  -1.060
8 H 1.341 -2.485 0.060  0.203
9 H 2.256 -1.003 -0.498  0.349
10 H 0.540 -0.161 0.969  0.257
11 H -1.604 -0.890 -0.650  0.216
12 H -0.702 0.311 -1.522  0.230
13 H -2.135 0.426 1.109  0.363
14 H -2.176 1.644 -0.175  0.336
15 H -0.981 2.891 1.278  0.280
16 H -0.005 2.294 -0.057  0.102
17 H 0.005 -2.553 -1.852  0.264
18 H 1.589 -2.454 -2.570  0.351
19 H 0.473 -1.001 -2.432  0.276

Values from the calculation:
Structure (SMILES): CCNCCC[O-]
HOMO energy: -2.503 eV
Frontier orbital gap: 6.35 eV
Total charge: -1

=====

Ordering by calculated energy gives the sequence w, y, x, with the first entry being the most stable.

=====

w.
Entry from OMol25: 2 unconnected molecules or ions with the total composition C4H7N2S2 (ωB97M-V/def2-TZVPD).

Each line ends with the Mulliken charge.
Element x y z (Å)
1 C -1.215 -0.168 -0.597  -0.151
2 C 0.514 0.749 0.417  0.236
3 C -0.342 -1.270 -1.093  -0.508
4 C 0.848 -1.493 -0.137  -0.666
5 N -0.757 0.744 0.166  -0.298
6 N 1.325 -0.275 0.483  -0.078
7 S -1.035 2.714 1.787  0.029
8 S 0.807 3.221 1.430  0.084
9 H -2.221 0.049 -0.953  0.430
10 H -0.919 -2.261 -1.222  0.349
11 H 0.033 -1.051 -2.169  0.299
12 H 0.693 -2.296 0.589  0.348
13 H 1.676 -2.079 -0.631  0.368
14 H 2.346 -0.228 0.722  0.313
15 H -1.754 3.643 1.208  0.245

Values from the calculation:
HOMO energy (alpha / beta): -12.691 / -12.647 eV
Frontier orbital gap (alpha / beta): 7.05 / 6.98 eV
Total charge: +1

=====

x.
Entry from OMol25: a gas-phase ion, C4H7N2S2 (charge +1) (ωB97M-V/def2-TZVPD).

Each line ends with the Mulliken charge.
Element x y z (Å)
1 C 0.205 0.284 -0.941  0.039
2 C -1.021 -0.353 0.792  -0.124
3 C 1.362 -0.515 -0.412  -0.544
4 C 1.254 -0.439 1.041  -0.661
5 N -0.804 0.524 -0.158  -0.043
6 N -0.065 -0.804 1.499  0.022
7 S -2.259 1.820 -0.790  0.184
8 S -2.686 1.329 -2.556  -0.067
9 H 0.125 0.715 -1.983  0.330
10 H 1.485 -1.463 -0.992  0.315
11 H 2.419 -0.181 -0.550  0.335
12 H 1.974 -1.197 1.494  0.358
13 H 1.611 0.547 1.401  0.274
14 H -0.216 -1.638 2.014  0.302
15 H -3.384 1.370 0.141  0.280

Values from the calculation:
HOMO energy (alpha / beta): -12.727 / -12.727 eV
Frontier orbital gap (alpha / beta): 7.35 / 7.35 eV
Total charge: +1

=====

y.
Entry from OMol25: a gas-phase ion, C4H7N2S2 (charge +1) (ωB97M-V/def2-TZVPD).

Each line ends with the Mulliken charge.
Element x y z (Å)
1 C 0.425 -0.947 0.223  0.333
2 C -1.518 -1.925 -0.331  -0.395
3 C 1.710 1.332 0.255  -0.506
4 C -0.540 0.344 0.438  -0.298
5 N -0.171 -1.970 -0.162  -0.413
6 N 0.286 1.378 -0.195  -0.182
7 S 2.029 -0.517 0.234  -0.088
8 S -2.152 -0.093 -0.189  -0.095
9 H -1.720 -2.090 -1.464  0.287
10 H -2.290 -2.462 0.211  0.361
11 H 2.410 1.627 -0.447  0.400
12 H 1.967 1.590 1.239  0.371
13 H -0.395 0.462 1.560  0.397
14 H -0.233 2.280 -0.215  0.365
15 H 0.192 0.990 -1.155  0.464

Values from the calculation:
Structure (SMILES): C1[NH2+][C@H]2SCN=C2S1
HOMO energy: -13.445 eV
Frontier orbital gap: 9.78 eV
Total charge: +1

=====

Ordering by calculated energy gives the sequence y, w, x, with the first entry being the most stable.

=====

w.
Entry from OMol25: 2 unconnected molecules or ions with the total composition C2H2ClP (ωB97M-V/def2-TZVPD).

Each line ends with the Mulliken charge.
Element x y z (Å)
1 C -2.355 0.535 0.572  -0.083
2 C 1.502 0.103 -0.070  -0.522
3 P -0.089 -0.474 0.054  0.028
4 Cl -2.893 -0.793 -0.188  0.043
5 H 1.763 0.990 0.419  0.257
6 H 2.072 -0.360 -0.788  0.279

Values from the calculation:
HOMO energy (alpha / beta): -8.015 / -7.954 eV
Frontier orbital gap (alpha / beta): 6.87 / 6.87 eV

=====

x.
Entry from OMol25: a single C2H2ClP molecule (ωB97M-V/def2-TZVPD).

Each line ends with the Mulliken charge.
Element x y z (Å)
1 C 1.149 -0.195 0.539  -0.330
2 C 0.494 0.039 -0.552  -0.260
3 P -1.141 0.829 0.191  0.147
4 Cl -2.450 -0.675 -0.044  -0.175
5 H 1.308 0.382 1.455  0.302
6 H 0.640 -0.381 -1.589  0.316

Values from the calculation:
HOMO energy (alpha / beta): -8.338 / -8.234 eV
Frontier orbital gap (alpha / beta): 7.40 / 7.62 eV

=====

Ordering by calculated energy gives the sequence x, w, with the first entry being the most stable.